{"formula": "C20H27Cl2N7O3PdS", "method": "ωB97M-V/def2-TZVPD", "elements": ["Pd", "N", "N", "C", "N", "N", "N", "O", "O", "H", "H", "H", "H", "H", "C", "C", "N", "C", "C", "C", "S", "N", "C", "O", "C", "C", "C", "C", "C", "C", "H", "H", "H", "H", "H", "H", "H", "H", "H", "H", "H", "H", "H", "H", "H", "C", "C", "C", "C", "C", "C", "H", "H", "H", "H", "H", "Cl", "C", "Cl", "H", "H"], "xyz": [[1.41023, -0.75346, 0.85712], [0.99283, -2.58074, 2.52995], [0.59347, -2.07783, 3.77852], [0.49386, -0.74934, 3.95828], [0.05069, -0.25363, 5.09986], [0.89254, -0.02074, 2.90914], [0.72965, 1.30391, 2.80976], [1.11245, 1.76182, 1.74848], [0.24954, 1.94819, 3.70891], [0.26398, -3.18695, 2.14418], [1.85979, -3.11706, 2.62596], [0.38359, -2.71419, 4.54337], [-0.23373, -0.83307, 5.87430], [-0.05452, 0.75511, 5.18634], [1.44250, 4.61062, -0.43058], [1.16101, 3.80824, -1.70409], [-0.03502, 3.02295, -1.54539], [-1.30504, 3.62280, -1.89551], [-1.71833, 3.20044, -3.30734], [-0.02071, 1.77749, -1.07658], [1.51008, 0.91990, -1.03975], [-1.15228, 1.17039, -0.84859], [-1.49862, 0.09576, -0.13983], [-0.78171, -0.46622, 0.72117], [-2.88926, -0.35227, -0.34128], [-3.77626, 0.36398, -1.14922], [-5.08265, -0.06558, -1.28835], [-5.51760, -1.21041, -0.63341], [-4.64027, -1.92757, 0.16965], [-3.33307, -1.50192, 0.31736], [2.37528, 5.15583, -0.54044], [1.52446, 3.94543, 0.42709], [0.64316, 5.32698, -0.24830], [2.00030, 3.13344, -1.90019], [1.03301, 4.47882, -2.55660], [-1.21654, 4.70886, -1.83351], [-2.05377, 3.28086, -1.17371], [-0.97333, 3.50929, -4.03570], [-2.66174, 3.66923, -3.56774], [-1.83809, 2.12190, -3.36391], [-3.43396, 1.24808, -1.66217], [-5.76548, 0.48520, -1.91542], [-6.53728, -1.54461, -0.75123], [-4.98075, -2.81975, 0.67439], [-2.63121, -2.04954, 0.93036], [2.08169, -3.76042, -2.85645], [1.16259, -2.72707, -2.95021], [0.75600, -2.05897, -1.80539], [1.32751, -2.37491, -0.57482], [2.21613, -3.44383, -0.47880], [2.62012, -4.11038, -1.62819], [2.34824, -4.32297, -3.73737], [0.74460, -2.44706, -3.90634], [-0.00967, -1.29939, -1.90810], [2.60803, -3.77610, 0.47192], [3.33645, -4.91316, -1.55162], [4.23898, -2.68220, 2.22099], [5.00615, -1.16353, 1.77628], [3.75788, -0.01552, 1.26739], [5.69219, -1.34465, 0.94601], [5.52195, -0.76048, 2.64937]], "atomic_forces_ev_per_a": [[-3.1, -0.4, -2.1], [0.1, -0.2, -0.3], [0.0, -0.4, 0.2], [0.0, 1.2, -0.1], [-0.1, 0.0, 0.2], [0.4, -0.9, 0.1], [-0.2, 0.2, 0.7], [0.1, 0.4, -0.3], [-0.3, 0.7, 0.4], [0.1, 0.2, 0.1], [-0.4, 0.3, 0.0], [0.1, 0.1, -0.3], [0.0, -0.1, -0.1], [0.1, -0.3, -0.2], [0.0, -0.1, -0.3], [0.9, 0.5, 0.4], [0.1, -1.3, 0.5], [-1.1, 0.0, -0.2], [0.1, 0.2, 0.2], [0.0, 0.0, 0.0], [0.9, -1.0, 1.1], [-1.1, -0.6, 0.3], [0.0, 2.2, -2.0], [2.4, -1.8, 1.3], [-0.2, -0.4, 0.4], [0.1, 0.0, 0.0], [0.1, -0.1, 0.0], [0.2, 0.0, 0.0], [0.0, -0.1, 0.0], [0.1, 0.1, -0.1], [0.1, 0.1, 0.0], [0.0, 0.0, 0.0], [0.0, 0.0, 0.1], [0.0, 0.2, -0.2], [0.0, -0.2, 0.0], [0.1, -0.1, 0.1], [0.2, 0.3, -0.1], [0.1, 0.0, -0.1], [-0.1, 0.1, -0.1], [0.0, -0.1, 0.0], [0.0, 0.1, 0.0], [-0.1, 0.1, -0.1], [-0.1, 0.0, 0.0], [0.0, 0.0, 0.0], [-0.1, -0.1, 0.1], [0.1, 0.0, 0.0], [-0.1, -0.6, 0.2], [-0.4, 0.6, 0.6], [1.0, 0.5, -1.4], [0.0, 0.7, 1.1], [-0.6, 0.0, -0.2], [0.2, 0.1, -0.1], [-0.1, 0.0, 0.0], [0.2, 0.1, 0.0], [0.2, 0.1, -0.1], [0.0, -0.1, 0.1], [0.5, -0.2, 0.3], [0.4, -0.6, 0.1], [-0.1, 0.5, -0.4], [-0.2, 0.1, 0.1], [-0.2, 0.1, -0.2]], "mulliken_charge": [0.185, -0.214, -0.419, 0.549, -0.358, -0.073, 0.912, -0.409, -0.750, 0.311, 0.255, 0.169, 0.174, 0.210, -0.857, -0.840, 0.197, -0.643, -1.181, 0.797, -0.189, 0.179, -0.424, -0.154, 0.654, -0.199, -0.755, -0.440, -0.802, -0.351, 0.413, 0.089, 0.347, 0.342, 0.427, 0.422, 0.455, 0.395, 0.368, 0.294, 0.349, 0.449, 0.422, 0.428, 0.345, -0.539, -0.866, -0.146, 1.317, -0.221, -0.753, 0.412, 0.462, 0.278, 0.247, 0.456, -0.113, -0.421, 0.044, 0.372, 0.392], "e_tot_ev": -77090.22231, "e_lumo_ev": [-9.20, -9.20], "homo_energy_ev": [-14.133, -14.131], "charge": 2, "max_force_ev_per_a": 3.73}